[1]
# C38H36Cl4N5O3PRe

C38H36Cl4N5O3PRe as an isolated structure (ωB97M-V/def2-TZVPD, OMol25).

The orbital gap (spin up / spin down) is 4.62 / 5.14 eV. The multiplicity is 2. As for the HOMO energy (spin up / spin down): -12.358 / -12.874 eV. For the LUMO energy (spin up / spin down), the calculation gives -7.7 / -7.7 eV. The calculation puts the energy relative to the best compared isomer or geometry (same formula, charge and spin) at 224.1 kJ/mol. Its charge is +2. As for the expectation value of S²: 0.795.

The geometry in XYZ format:
```
88
C38H36Cl4N5O3PRe ωB97M-V/def2-TZVPD
Re 0.246 0.809 -0.385
O 0.689 3.608 -1.155
N -0.356 2.729 -0.931
C -1.480 3.354 -1.045
C -2.827 2.902 -0.786
C -3.824 3.860 -1.023
C -5.157 3.579 -0.800
C -5.523 2.324 -0.331
C -4.550 1.365 -0.095
C -3.203 1.631 -0.320
P -2.042 0.274 0.045
C -2.573 -1.027 -1.117
C -3.331 -0.708 -2.246
C -3.755 -1.707 -3.108
C -3.431 -3.032 -2.854
C -2.628 -3.351 -1.767
C -2.186 -2.353 -0.915
C -2.589 -0.179 1.734
C -2.818 0.901 2.597
C -3.183 0.691 3.916
C -3.313 -0.603 4.402
C -3.101 -1.677 3.553
C -2.746 -1.471 2.225
H 1.373 3.074 -1.619
H -1.390 4.392 -1.359
H -3.533 4.839 -1.385
H -5.907 4.334 -0.986
H -6.563 2.093 -0.144
H -4.838 0.386 0.270
H -3.594 0.321 -2.452
H -4.347 -1.450 -3.976
H -3.798 -3.815 -3.504
H -2.352 -4.381 -1.581
H -1.523 -2.601 -0.097
H -2.728 1.917 2.227
H -3.379 1.543 4.555
H -3.585 -0.773 5.435
H -3.224 -2.688 3.919
H -2.630 -2.330 1.583
Cl 6.290 3.596 -3.125
C 5.443 2.287 -2.447
C 6.162 1.148 -1.995
Cl 7.862 1.096 -2.177
C 5.488 0.105 -1.418
Cl 6.308 -1.287 -0.870
C 4.054 0.134 -1.228
O 3.443 -0.768 -0.652
C 3.316 1.303 -1.754
O 2.008 1.355 -1.666
C 4.053 2.340 -2.337
Cl 3.209 3.718 -2.945
C 3.063 3.017 4.930
C 2.374 2.539 3.698
C 2.934 2.692 2.429
C 2.276 2.217 1.319
N 1.079 1.603 1.398
C 0.517 1.465 2.614
C 1.125 1.910 3.760
H 4.053 3.406 4.706
H 3.152 2.199 5.646
H 2.476 3.803 5.409
H 3.889 3.183 2.300
H 2.722 2.333 0.343
H -0.442 0.975 2.654
H 0.629 1.765 4.711
C 1.996 -3.373 -3.167
C 1.260 -2.091 -3.517
N 0.983 -1.346 -2.283
C 0.926 -1.955 -1.062
N 0.774 -1.158 -0.020
C 0.963 -1.672 1.342
C 1.499 -3.093 1.355
C 0.734 -3.908 0.327
N 0.918 -3.288 -0.980
C 1.161 -4.130 -2.152
H 2.965 -3.130 -2.726
H 2.156 -3.980 -4.056
H 0.319 -2.315 -4.025
H 1.861 -1.463 -4.171
H 1.418 -0.430 -2.251
H 0.007 -1.617 1.878
H 1.675 -1.019 1.852
H 1.392 -3.514 2.353
H 2.557 -3.092 1.087
H -0.332 -3.950 0.580
H 1.102 -4.930 0.279
H 0.207 -4.430 -2.597
H 1.677 -5.031 -1.825
```

Charges per atom according to Löwdin partitioning, unit e:
1 Re 1.432
2 O -0.076
3 N -0.189
4 C -0.004
5 C -0.190
6 C 0.002
7 C -0.024
8 C -0.010
9 C -0.069
10 C -0.312
11 P 0.984
12 C -0.329
13 C -0.075
14 C -0.049
15 C -0.048
16 C -0.058
17 C -0.118
18 C -0.357
19 C -0.131
20 C -0.057
21 C -0.051
22 C -0.051
23 C -0.080
24 H -0.001
25 H 0.154
26 H 0.128
27 H 0.125
28 H 0.126
29 H 0.129
30 H 0.106
31 H 0.118
32 H 0.119
33 H 0.115
34 H 0.059
35 H 0.113
36 H 0.117
37 H 0.118
38 H 0.117
39 H 0.090
40 Cl 0.767
41 C -0.681
42 C -0.704
43 Cl 0.740
44 C -0.611
45 Cl 0.772
46 C -0.375
47 O 0.035
48 C -0.342
49 O -0.283
50 C -0.591
51 Cl 0.788
52 C -0.010
53 C -0.210
54 C 0.034
55 C -0.062
56 N -0.085
57 C -0.092
58 C 0.024
59 H 0.092
60 H 0.104
61 H 0.106
62 H 0.135
63 H 0.107
64 H 0.083
65 H 0.135
66 C -0.133
67 C -0.138
68 N 0.083
69 C -0.416
70 N -0.149
71 C -0.197
72 C -0.119
73 C -0.117
74 N -0.013
75 C -0.115
76 H 0.127
77 H 0.130
78 H 0.124
79 H 0.131
80 H 0.072
81 H 0.100
82 H 0.109
83 H 0.130
84 H 0.129
85 H 0.117
86 H 0.134
87 H 0.126
88 H 0.132

---

[2]
# C34H31N6O5SSeW

C34H31N6O5SSeW as an isolated structure (ωB97M-V/def2-TZVPD, OMol25).

The orbital gap (spin up / spin down) is 6.01 / 6.01 eV. As for the HOMO energy (spin up / spin down): -9.572 / -9.577 eV. For the LUMO energy (spin up / spin down), the calculation gives -3.6 / -3.6 eV. The calculation puts the energy relative to the best compared isomer or geometry (same formula, charge and spin) at 23.5 kJ/mol. Its charge is +1.

The geometry in XYZ format:
```
79
C34H31N6O5SSeW ωB97M-V/def2-TZVPD
W -0.835 0.897 -0.290
C -1.949 5.027 -1.716
C -1.854 3.699 -1.047
N -0.941 2.815 -1.291
N 0.029 3.150 -2.217
C 0.954 2.260 -2.125
O 0.873 1.298 -1.240
C 2.130 2.247 -3.006
C 2.992 1.151 -2.963
C 4.084 1.103 -3.818
C 4.317 2.144 -4.705
C 3.460 3.237 -4.743
C 2.365 3.290 -3.898
C -2.775 3.278 -0.019
C -3.824 4.091 0.406
C -4.675 3.653 1.393
C -4.444 2.395 1.933
C -3.387 1.643 1.474
N -2.540 2.045 0.504
H -1.229 5.090 -2.523
H -1.746 5.824 -0.999
H -2.953 5.180 -2.115
H 2.808 0.360 -2.245
H 4.762 0.261 -3.779
H 5.173 2.108 -5.366
H 3.649 4.049 -5.431
H 1.689 4.134 -3.918
H -3.947 5.063 -0.047
H -5.493 4.269 1.737
H -5.069 1.991 2.716
H -3.216 0.677 1.913
O -3.454 -2.462 0.103
C -2.714 -1.411 0.344
O -2.639 -0.465 -0.428
C -1.983 -1.323 1.625
C -2.103 -2.124 2.729
C -1.346 -1.790 3.864
C -0.536 -0.679 3.835
C -0.473 0.077 2.662
N -1.181 -0.242 1.596
C 0.364 1.318 2.474
O 1.031 1.758 3.379
O 0.227 1.799 1.279
H -3.772 -2.387 -0.818
H -2.757 -2.984 2.708
H -1.407 -2.403 4.752
H 0.064 -0.362 4.676
C 2.759 -2.956 5.133
C 2.279 -2.613 3.750
C 1.416 -3.458 3.057
C 0.930 -3.138 1.795
C 0.077 -4.153 1.081
C 1.305 -1.915 1.211
Se 0.542 -1.423 -0.480
C 2.261 -1.104 1.841
C 2.914 0.080 1.179
C 2.704 -1.458 3.115
H 2.560 -3.999 5.375
H 2.263 -2.337 5.883
H 3.831 -2.781 5.230
H 1.126 -4.402 3.508
H -0.170 -4.980 1.747
H 0.612 -4.563 0.220
H -0.843 -3.722 0.689
H 2.343 0.471 0.343
H 3.895 -0.224 0.804
H 3.072 0.883 1.900
H 3.418 -0.810 3.611
S -1.535 0.456 -2.783
C -1.088 -1.174 -3.078
N 0.116 -1.377 -3.683
C 0.601 -2.591 -3.985
C -0.171 -3.684 -3.720
C -1.419 -3.433 -3.142
N -1.874 -2.231 -2.833
H 0.677 -0.544 -3.832
H 1.586 -2.627 -4.426
H 0.166 -4.683 -3.944
H -2.081 -4.263 -2.918
```

Charges per atom according to Löwdin partitioning, unit e:
1 W 1.447
2 C 0.002
3 C -0.233
4 N -0.122
5 N 0.110
6 C -0.446
7 O -0.367
8 C -0.142
9 C -0.026
10 C -0.070
11 C -0.070
12 C -0.063
13 C -0.013
14 C -0.183
15 C 0.017
16 C -0.025
17 C -0.022
18 C -0.084
19 N 0.005
20 H 0.074
21 H 0.105
22 H 0.094
23 H 0.100
24 H 0.107
25 H 0.109
26 H 0.109
27 H 0.115
28 H 0.119
29 H 0.121
30 H 0.119
31 H 0.102
32 O 0.190
33 C -0.478
34 O -0.136
35 C -0.232
36 C 0.043
37 C 0.007
38 C 0.052
39 C -0.151
40 N -0.039
41 C -0.577
42 O 0.112
43 O -0.141
44 H 0.154
45 H 0.138
46 H 0.128
47 H 0.139
48 C -0.039
49 C -0.268
50 C -0.025
51 C -0.307
52 C -0.078
53 C -0.472
54 Se 0.883
55 C -0.286
56 C -0.050
57 C -0.007
58 H 0.077
59 H 0.082
60 H 0.084
61 H 0.118
62 H 0.081
63 H 0.082
64 H 0.037
65 H 0.020
66 H 0.098
67 H 0.088
68 H 0.133
69 S 0.753
70 C -0.785
71 N 0.077
72 C -0.032
73 C -0.009
74 C -0.081
75 N 0.096
76 H 0.142
77 H 0.148
78 H 0.120
79 H 0.127

---

[3]
# C11H19F7O6Si

A 3-piece molecular cluster, C11H19F7O6Si overall (ωB97M-V/def2-TZVPD, OMol25).

The orbital gap is 11.12 eV. As for the HOMO energy: -11.052 eV. For the LUMO energy, the calculation gives 0.1 eV. The calculation puts the energy relative to the best compared isomer or geometry (same formula, charge and spin) at 262.6 kJ/mol. The structure (SMILES) is FC(F)(F)C(F)(F)C(F)(F)[SiH3].CCOC(=O)OC.CCOC(=O)OC.

The geometry in XYZ format:
```
44
C11H19F7O6Si ωB97M-V/def2-TZVPD
F 6.953 -0.476 -0.145
C 5.960 0.184 -1.072
F 6.753 0.965 -2.071
F 5.301 -0.910 -1.821
C 4.936 1.129 -0.192
F 5.687 2.417 0.052
F 4.670 0.558 1.150
C 3.564 1.558 -0.986
F 3.802 1.884 -2.431
F 3.070 2.835 -0.347
Si 2.104 0.287 -0.787
H 1.761 0.001 0.608
H 2.541 -0.929 -1.511
H 0.903 0.757 -1.515
C -2.970 -2.639 -3.882
C -2.842 -1.841 -2.596
O -2.161 -0.601 -2.825
C -2.898 0.373 -3.412
O -4.070 0.285 -3.750
O -2.102 1.457 -3.590
C -2.730 2.522 -4.299
H -1.989 -2.773 -4.350
H -3.408 -3.621 -3.687
H -3.600 -2.121 -4.611
H -2.237 -2.407 -1.879
H -3.818 -1.668 -2.128
H -3.679 2.807 -3.833
H -2.884 2.233 -5.343
H -2.062 3.387 -4.274
C -2.889 0.924 4.727
C -2.764 -0.352 3.913
O -1.452 -0.477 3.351
C -0.481 -0.874 4.211
O -0.631 -1.132 5.396
O 0.695 -0.905 3.536
C 1.821 -1.206 4.356
H -2.599 1.793 4.126
H -3.916 1.061 5.077
H -2.229 0.907 5.598
H -3.466 -0.315 3.072
H -3.019 -1.239 4.506
H 1.669 -2.132 4.919
H 2.020 -0.370 5.034
H 2.690 -1.338 3.705
```

Charges per atom according to Löwdin partitioning, unit e:
1 F 0.021
2 C -0.139
3 F 0.043
4 F 0.028
5 C -0.144
6 F 0.010
7 F 0.022
8 C -0.348
9 F -0.036
10 F -0.061
11 Si 0.790
12 H -0.060
13 H -0.056
14 H -0.052
15 C -0.070
16 C -0.219
17 O 0.014
18 C -0.550
19 O 0.106
20 O -0.013
21 C -0.052
22 H 0.082
23 H 0.080
24 H 0.075
25 H 0.122
26 H 0.125
27 H 0.097
28 H 0.100
29 H 0.095
30 C -0.070
31 C -0.219
32 O 0.020
33 C -0.549
34 O 0.107
35 O -0.023
36 C -0.050
37 H 0.082
38 H 0.080
39 H 0.075
40 H 0.123
41 H 0.125
42 H 0.098
43 H 0.101
44 H 0.091

---

[4]
# C5H15N2

A 2-piece molecular cluster, C5H15N2 overall (ωB97M-V/def2-TZVPD, OMol25).

The orbital gap (spin up / spin down) is 5.33 / 5.31 eV. The multiplicity is 2. As for the HOMO energy (spin up / spin down): -19.317 / -19.317 eV. For the LUMO energy (spin up / spin down), the calculation gives -14.0 / -14.0 eV. The calculation puts the energy relative to the best compared isomer or geometry (same formula, charge and spin) at 818.1 kJ/mol. Its charge is +2. As for the expectation value of S²: 0.756.

The geometry in XYZ format:
```
22
C5H15N2 ωB97M-V/def2-TZVPD
C -0.520 1.008 -0.849
N -1.575 -0.050 -0.684
C -2.566 -0.132 -1.728
C 0.772 0.538 -0.051
N 1.077 -0.775 -0.371
C 1.746 -0.037 2.235
C 0.604 0.663 1.499
H -0.851 2.008 -0.559
H -0.141 1.046 -1.875
H -0.937 -0.864 -0.721
H -3.160 -1.045 -1.614
H -3.274 0.693 -1.497
H -2.103 -0.083 -2.709
H 1.545 1.262 -0.382
H 2.052 -4.931 0.582
H 1.805 -0.895 -1.104
H 1.806 -5.137 -0.090
H 1.613 0.043 3.342
H 1.738 -1.075 1.817
H 2.677 0.444 1.841
H 0.512 1.710 1.785
H -0.339 0.161 1.786
```

Charges per atom according to Löwdin partitioning, unit e:
1 C 0.010
2 N 0.169
3 C 0.032
4 C -0.325
5 N 0.409
6 C -0.035
7 C -0.159
8 H 0.175
9 H 0.164
10 H 0.149
11 H 0.135
12 H 0.149
13 H 0.149
14 H 0.179
15 H -0.001
16 H 0.172
17 H 0.002
18 H 0.130
19 H 0.104
20 H 0.114
21 H 0.142
22 H 0.137